#1
A 34-piece molecular cluster, H68O34 overall, computed with wB97M-V/def2-TZVPD.

Element x y z (Å)
O 0.637 -1.103 3.449
H 0.162 -1.951 3.297
H 1.427 -1.338 4.001
O -1.528 -3.588 0.005
H -0.896 -3.054 -0.567
H -2.447 -3.384 -0.257
O -4.984 3.909 -0.230
H -4.157 3.958 -0.789
H -4.958 4.729 0.245
O -4.428 0.987 -2.061
H -3.880 1.792 -2.227
H -5.343 1.246 -1.973
O 3.133 0.673 0.531
H 4.026 0.245 0.246
H 2.946 0.289 1.397
O -4.816 2.299 3.313
H -5.550 2.280 3.927
H -4.057 1.890 3.831
O 1.573 4.257 -2.541
H 2.188 3.526 -2.393
H 1.338 4.582 -1.684
O -1.495 2.600 2.113
H -1.567 1.693 1.752
H -2.378 2.921 2.274
O -1.366 0.089 0.363
H -2.298 -0.146 0.514
H -0.807 -0.641 0.611
O -0.423 0.410 -4.105
H -0.877 1.024 -4.652
H -0.255 0.939 -3.286
O -3.678 -1.246 -3.291
H -2.876 -1.144 -3.756
H -4.015 -0.380 -3.138
O 2.522 -4.076 -0.309
H 1.900 -3.845 -1.028
H 3.337 -4.416 -0.711
O 0.353 -3.479 -1.979
H 0.707 -2.701 -2.508
H 0.063 -4.148 -2.622
O 0.871 1.101 2.064
H 0.775 0.201 2.452
H 0.387 1.686 2.650
O 2.833 -3.413 2.495
H 3.678 -3.643 2.830
H 2.921 -3.754 1.585
O -2.563 1.368 4.705
H -2.568 0.428 4.450
H -1.845 1.747 4.199
O -4.195 -2.454 -0.653
H -4.649 -3.180 -1.092
H -4.056 -1.951 -1.470
O -2.753 3.544 -1.988
H -2.117 3.239 -1.332
H -2.038 3.726 -2.657
O 4.027 -0.611 -4.730
H 4.422 0.242 -4.703
H 4.659 -1.256 -4.381
O 5.641 -3.742 3.043
H 5.597 -2.874 3.434
H 5.822 -4.408 3.721
O 1.055 3.364 0.529
H 0.277 3.307 1.117
H 1.683 2.850 1.084
O -0.797 4.288 -3.798
H 0.084 4.255 -3.401
H -0.727 4.335 -4.768
O -6.971 2.253 -1.404
H -7.251 1.633 -0.711
H -6.350 2.858 -0.955
O -4.045 0.535 0.928
H -4.115 1.026 0.112
H -4.402 1.104 1.642
O -2.767 -1.073 3.414
H -2.229 -1.824 3.256
H -3.562 -1.126 2.859
O 4.451 -1.338 2.284
H 4.309 -0.515 2.740
H 3.589 -1.815 2.265
O -0.748 -3.299 2.412
H -0.750 -4.133 2.903
H -1.085 -3.524 1.525
O 2.597 1.651 -1.994
H 1.894 1.074 -2.336
H 2.769 1.274 -1.149
O 5.306 -2.516 -2.408
H 6.140 -3.014 -2.624
H 5.511 -2.019 -1.596
O 1.500 -1.168 -3.065
H 0.991 -0.753 -3.792
H 2.423 -1.110 -3.406
O 0.766 -1.541 0.590
H 1.152 -2.241 1.199
H 1.390 -1.591 -0.169
O 5.717 -0.880 -0.107
H 6.364 -0.214 -0.073
H 5.397 -1.222 0.789
O -0.393 1.786 -1.677
H -0.978 1.212 -1.126
H 0.406 1.904 -1.161
O 3.303 1.191 3.343
H 3.668 2.049 3.256
H 2.343 1.271 3.087

The value obtained for the frontier orbital gap is 10.720 eV. The molar mass is 612.51 g/mol. The value obtained for the LUMO energy is 0.01 eV.

#2
A 34-piece molecular cluster, H68O34 overall, computed with wB97M-V/def2-TZVPD.

Element x y z (Å)
O 17.064 -11.745 -0.758
H 17.617 -12.597 -0.829
H 17.738 -11.053 -0.669
O 18.701 -13.943 -0.380
H 19.486 -14.087 0.164
H 18.159 -14.726 -0.162
O 16.770 -14.261 6.875
H 16.202 -13.520 7.081
H 16.898 -13.893 5.950
O 11.596 -15.547 2.289
H 11.589 -16.386 2.861
H 11.353 -14.776 2.825
O 13.731 -12.886 -1.392
H 13.966 -13.759 -1.752
H 14.480 -12.274 -1.559
O 15.979 -8.399 1.173
H 16.210 -7.783 1.867
H 15.695 -9.224 1.664
O 16.417 -14.117 2.028
H 16.194 -13.179 1.890
H 16.493 -14.343 1.109
O 8.510 -14.841 4.089
H 8.094 -14.736 4.980
H 9.292 -14.281 4.157
O 13.652 -15.755 -1.089
H 13.734 -15.536 -0.149
H 12.927 -16.379 -1.280
O 11.846 -10.810 4.103
H 11.000 -10.361 4.217
H 12.195 -10.775 3.201
O 9.653 -17.107 0.411
H 10.592 -17.169 0.626
H 9.465 -16.213 0.491
O 15.551 -11.095 1.429
H 14.694 -11.566 1.313
H 16.045 -11.362 0.659
O 10.798 -13.448 4.531
H 11.170 -13.742 5.355
H 11.220 -12.537 4.540
O 16.678 -18.185 5.414
H 15.751 -17.849 5.454
H 16.852 -18.726 6.171
O 10.945 -10.010 7.091
H 11.631 -10.108 7.738
H 11.297 -9.254 6.605
O 17.918 -11.584 5.406
H 18.141 -10.645 5.421
H 18.522 -12.041 4.783
O 14.352 -15.801 1.652
H 13.409 -15.935 1.885
H 14.589 -15.014 2.216
O 18.269 -9.276 0.093
H 18.965 -8.569 -0.031
H 17.384 -8.938 0.276
O 19.190 -10.513 2.414
H 19.313 -11.459 2.244
H 18.666 -10.245 1.586
O 16.723 -17.685 2.119
H 16.689 -18.629 2.334
H 15.861 -17.344 2.393
O 19.422 -13.211 3.658
H 19.784 -13.800 4.385
H 18.604 -13.699 3.392
O 14.632 -16.096 5.864
H 15.366 -15.634 6.332
H 14.440 -15.415 5.202
O 8.272 -17.534 3.232
H 8.711 -17.552 2.347
H 8.272 -16.526 3.434
O 17.298 -15.165 4.399
H 17.300 -15.985 4.893
H 17.028 -15.235 3.491
O 16.594 -15.855 -0.168
H 15.900 -16.052 -0.814
H 16.555 -16.494 0.590
O 19.308 -9.172 4.643
H 19.475 -9.608 3.744
H 20.146 -8.747 4.756
O 15.637 -11.612 4.045
H 15.892 -11.321 3.188
H 16.455 -11.645 4.639
O 12.798 -13.680 6.812
H 12.891 -12.855 7.293
H 13.329 -14.257 7.351
O 13.056 -12.430 1.499
H 12.856 -12.657 0.567
H 13.373 -13.266 1.904
O 13.826 -11.694 8.476
H 14.212 -11.062 7.853
H 14.251 -11.503 9.345
O 11.556 -17.682 3.838
H 10.606 -17.983 3.947
H 12.058 -17.826 4.676
O 14.157 -9.947 5.893
H 14.678 -10.502 5.289
H 13.276 -9.984 5.500
O 17.949 -7.060 2.906
H 18.010 -7.565 3.713
H 18.158 -6.173 3.164
O 13.965 -13.941 3.868
H 14.839 -13.499 3.772
H 13.560 -13.593 4.709

The value obtained for the frontier orbital gap is 10.369 eV. The molar mass is 612.51 g/mol. The value obtained for the LUMO energy is -0.02 eV.

Least stable structure among those shown: #2.